Run w
ORCA calculation (ωB97M-V/def2-TZVPD) on a 2-piece molecular cluster, C2H8IN2 overall.

Geometry as XYZ:
```
13
Properties=species:S:1:pos:R:3:mulliken_charge:R:1
C 1.8404 -0.8641 0.1707 -0.357
C -0.7766 0.4707 0.2810 -0.671
N -0.3684 1.6267 -0.3200 -0.421
N -0.2389 -0.7852 -0.1680 -0.431
I -3.2615 -0.1980 -0.0032 -0.007
H 2.1786 -1.3870 -0.7030 0.320
H 1.7674 0.2292 0.1045 0.270
H 1.8840 -1.2957 1.2003 0.295
H -0.8886 0.4277 1.3463 0.713
H -0.6705 1.7430 -1.2765 0.295
H -0.5959 2.4845 0.1323 0.293
H -0.8049 -1.4364 0.4360 0.363
H -0.0652 -1.0155 -1.2004 0.337
```

Calculated values
orbital gap	7.18	eV
highest occupied orbital energy	-0.47882	hartree
total charge	+1
lowest unoccupied orbital energy	-5.8	eV

Run x
ORCA calculation (ωB97M-V/def2-TZVPD) on a 2-piece molecular cluster, C2H8IN2 overall.

Geometry as XYZ:
```
13
Properties=species:S:1:pos:R:3:mulliken_charge:R:1
C -0.7166 1.2960 -0.0386 -1.164
C -0.6718 -0.2909 0.0000 0.703
N -1.1490 -0.9226 1.0402 -0.340
N -0.1354 -0.9687 -1.0020 -0.330
I 2.9780 0.0197 -0.0475 -0.087
H -1.5390 1.8058 -0.4521 0.409
H -0.0280 1.6041 -0.7257 0.343
H -0.5674 1.7643 0.8894 0.384
H -1.4343 -1.8794 0.9312 0.251
H -1.3782 -0.4269 1.8676 0.238
H -0.0288 -0.5738 -1.8783 0.235
H 4.5135 0.4195 0.1560 0.137
H 0.1572 -1.8472 -0.7400 0.222
```

Calculated values
orbital gap	9.51	eV
highest occupied orbital energy	-0.49242	hartree
total charge	+1
lowest unoccupied orbital energy	-3.9	eV

Energies relative to the most stable structure, in hartree: run w 0.1038; run x 0.0000.